# 1
The following is a DFT calculation (wB97M-V/def2-TZVPD) of a 2-piece molecular cluster, C4H14N overall.

CARTESIAN COORDINATES (ANGSTROEM)
N (1.780, 1.293, -1.713)
C (0.742, 0.380, -1.100)
C (-2.345, -0.422, 0.748)
C (1.303, -0.177, 0.190)
C (-1.368, -0.919, 1.799)
H (1.444, 1.879, -2.510)
H (2.512, 0.691, -2.113)
H (0.669, -0.516, -1.751)
H (-0.227, 0.861, -1.217)
H (2.258, 2.036, -1.157)
H (-1.742, 0.145, 0.048)
H (-0.543, -1.455, 1.365)
H (-1.151, -0.095, 2.476)
H (0.535, -0.858, 0.535)
H (-2.771, -1.081, -0.044)
H (2.197, -0.693, -0.113)
H (1.546, 0.517, 0.998)
H (-3.145, 0.186, 1.131)
H (-1.695, -1.772, 2.428)

The spin multiplicity is 2. Its largest force on an atom is 2.45 eV Å⁻¹. Its HOMO-LUMO gap (alpha / beta) is 4.604 / 12.288 eV. The calculation puts the energy at -215.3866 hartree. As for the expectation value of S²: 0.7505. The calculation puts the energy above the lowest of the compared OMol25 structures with the same formula, charge and spin at 119.6 kJ/mol.

***

# 2
The following is a DFT calculation (wB97M-V/def2-TZVPD) of a 2-piece molecular cluster, C4H14N overall.

CARTESIAN COORDINATES (ANGSTROEM)
N (-0.895, 0.164, 0.656)
C (3.114, 1.292, -0.534)
C (-2.497, -1.324, -0.558)
C (-2.267, -0.597, 0.729)
C (2.000, 0.300, -0.175)
H (-3.080, 0.080, 0.975)
H (-0.828, 0.720, -0.188)
H (-0.771, 0.834, 1.420)
H (1.492, 0.667, 0.739)
H (2.394, -0.702, 0.063)
H (-2.544, -0.611, -1.419)
H (1.231, 0.227, -1.020)
H (-3.508, -1.824, -0.489)
H (-0.095, -0.469, 0.704)
H (-2.139, -1.246, 1.643)
H (3.717, 1.503, 0.338)
H (2.660, 2.226, -0.887)
H (3.742, 0.860, -1.279)
H (-1.725, -2.101, -0.714)

The spin multiplicity is 1. Its largest force on an atom is 1.88 eV Å⁻¹. Its HOMO-LUMO gap is 12.151 eV. The calculation puts the energy at -215.2887 hartree. The net charge is +1. The calculation puts the energy above the lowest of the compared OMol25 structures with the same formula, charge and spin at 53.0 kJ/mol.

***

# 3
The following is a DFT calculation (wB97M-V/def2-TZVPD) of a 2-piece molecular cluster, C4H14N overall.

CARTESIAN COORDINATES (ANGSTROEM)
N (-0.081, 2.904, 1.439)
C (-0.109, -3.268, -1.934)
C (-0.494, -3.941, -0.572)
C (-0.397, 1.527, 0.966)
C (1.012, 3.497, 0.536)
H (0.314, -4.011, 0.141)
H (-0.382, -3.842, -2.830)
H (-0.801, -4.947, -0.867)
H (0.972, 4.578, 0.699)
H (-0.835, 3.586, 1.494)
H (0.326, 2.811, 2.371)
H (0.958, -3.058, -2.071)
H (-0.793, 1.555, -0.039)
H (-0.681, -2.336, -1.929)
H (-0.918, 0.958, 1.739)
H (0.675, 3.294, -0.475)
H (2.032, 3.112, 0.629)
H (-1.304, -3.331, -0.210)
H (0.506, 0.910, 0.914)

The spin multiplicity is 1. Its largest force on an atom is 2.60 eV Å⁻¹. Its HOMO-LUMO gap is 10.035 eV. The calculation puts the energy at -215.2625 hartree. The net charge is +1. The calculation puts the energy above the lowest of the compared OMol25 structures with the same formula, charge and spin at 121.8 kJ/mol.

***

# 4
The following is a DFT calculation (wB97M-V/def2-TZVPD) of a 2-piece molecular cluster, C4H14N overall.

CARTESIAN COORDINATES (ANGSTROEM)
N (-0.876, 0.931, 1.277)
C (1.816, -1.135, -2.115)
C (-2.176, 0.531, 0.672)
C (2.037, -2.544, -1.842)
C (-0.935, 2.235, 2.075)
H (3.112, -2.881, -2.018)
H (1.607, -0.973, -3.190)
H (1.816, -2.747, -0.797)
H (1.541, -3.287, -2.536)
H (-0.588, 0.125, 1.839)
H (-2.804, 0.121, 1.453)
H (-0.038, 2.292, 2.678)
H (-1.127, 3.042, 1.378)
H (-0.049, 1.022, 0.684)
H (-2.007, -0.194, -0.129)
H (1.198, -0.648, -1.365)
H (-1.808, 2.104, 2.687)
H (-2.602, 1.329, 0.065)
H (2.825, -0.574, -2.049)

The spin multiplicity is 2. Its largest force on an atom is 2.14 eV Å⁻¹. Its HOMO-LUMO gap (alpha / beta) is 13.903 / 6.769 eV. The calculation puts the energy at -214.7468 hartree. As for the expectation value of S²: 0.7533. The net charge is +2. The calculation puts the energy above the lowest of the compared OMol25 structures with the same formula, charge and spin at 73.3 kJ/mol.